Formula: ClH16O12
Source: the Open Molecules 2025 dataset
Level of theory: ωB97M-V with the def2-TZVPD basis set

Positions of all 29 atoms, in Å:
1 Cl -0.3239 0.8449 -1.1346
2 O -0.2199 2.3499 -1.0686
3 O -1.4789 0.4489 -2.0556
4 O 0.9091 0.2529 -1.6706
5 O -0.5569 0.3099 0.2904
6 O 1.1411 -2.5481 -3.1826
7 H 2.0641 -2.1991 -3.2386
8 H 0.5791 -1.7651 -3.1946
9 O 2.2121 -1.9301 -0.3556
10 H 1.5211 -1.3681 -0.7296
11 H 2.7291 -2.1351 -1.1176
12 O -3.2119 -0.6381 -0.5496
13 H -2.6489 -0.2261 -1.2466
14 H -2.5099 -1.0671 -0.1106
15 O -2.3249 2.8989 0.6144
16 H -1.5609 3.0529 1.1764
17 H -1.7809 2.6019 -0.1126
18 O -1.9819 -1.1671 2.5734
19 H -1.1049 -1.2771 2.1794
20 H -2.3179 -0.3261 2.2274
21 O 0.9451 1.0319 2.4194
22 H 0.6111 1.9429 2.3524
23 H 0.5611 0.6429 1.6264
24 O 0.6361 -1.8951 1.9024
25 H 1.0321 -2.0631 1.0284
26 H 1.0021 -2.6091 2.4604
27 O 2.1051 2.5019 -0.0206
28 H 1.3561 2.5349 -0.6026
29 H 2.6161 1.7989 -0.4606

Properties
* charge: -1
* E_LUMO: 2.53 eV
* Kohn-Sham gap: 9.8 eV

Formula: ClH16O8
Source: the Open Molecules 2025 dataset
Level of theory: ωB97M-V with the def2-TZVPD basis set

Positions of all 25 atoms, in Å:
1 Cl -12.4900 8.1320 15.1950
2 O -10.5870 9.8110 12.8980
3 H -9.7770 10.2250 13.1800
4 H -10.8980 9.2920 13.6590
5 O -13.7280 10.6230 13.9540
6 H -13.2440 9.9220 14.3750
7 H -14.3930 10.9360 14.5630
8 O -15.2060 8.1840 17.5430
9 H -14.9140 7.8760 16.7010
10 H -16.1780 8.1340 17.4880
11 O -12.5210 7.4170 12.1030
12 H -12.1030 8.0710 11.5470
13 H -12.5620 7.7250 13.0170
14 O -12.7660 4.9930 14.4050
15 H -12.7560 5.9280 14.5740
16 H -13.1090 4.7770 13.5640
17 O -9.6170 6.7590 16.1670
18 H -9.4170 5.8170 16.3260
19 H -9.9280 6.8410 15.2970
20 O -12.5750 10.1400 17.5820
21 H -13.3010 10.7710 17.5660
22 H -12.6730 9.6070 16.7900
23 O -12.0530 5.6250 17.4310
24 H -12.4630 5.9500 16.6320
25 H -11.1500 5.6880 17.2510

Properties
* charge: -1
* E_LUMO: 3.29 eV
* Kohn-Sham gap: 9.9 eV

Formula: ClH18O13
Source: the Open Molecules 2025 dataset
Level of theory: ωB97M-V with the def2-TZVPD basis set

Positions of all 32 atoms, in Å:
1 Cl 0.9898 0.5532 -0.6804
2 O 2.2114 1.2988 -0.1473
3 O 0.5333 -0.5816 0.2422
4 O -0.0747 1.5913 -0.7731
5 O 1.3088 0.0002 -2.0348
6 O -2.8002 1.6003 -1.2320
7 H -1.9077 1.8985 -1.0808
8 H -2.6606 0.9970 -1.9763
9 O 1.3234 3.1565 1.8984
10 H 1.9109 3.1455 1.1489
11 H 0.4311 3.2556 1.5005
12 O -1.8346 -1.7480 -0.7233
13 H -1.5951 -1.2127 0.0647
14 H -1.1821 -2.4159 -0.6454
15 O -0.4061 -2.0789 -4.0053
16 H 0.1117 -1.4259 -4.4420
17 H 0.1537 -2.2741 -3.2618
18 O -1.5885 -1.2261 2.1647
19 H -0.6854 -1.5494 2.0870
20 H -2.0448 -1.9926 2.0741
21 O 2.1588 -2.4950 -2.2885
22 H 1.9873 -1.5642 -2.0367
23 H 1.3061 -2.8499 -1.9341
24 O 1.0049 0.4521 2.8441
25 H 0.5664 1.2877 2.8407
26 H 1.5722 0.5962 2.1223
27 O 1.1788 -2.4492 2.1918
28 H 1.3182 -3.2903 1.7037
29 H 1.2763 -1.7380 1.6156
30 O -1.3811 3.8765 1.2207
31 H -1.1335 4.0622 0.3606
32 H -2.0487 3.1200 1.1820

Properties
* charge: -1
* E_LUMO: 2.80 eV
* Kohn-Sham gap: 10.4 eV

Formula: ClH18O9
Source: the Open Molecules 2025 dataset
Level of theory: ωB97M-V with the def2-TZVPD basis set

Positions of all 28 atoms, in Å:
1 Cl -14.3953 -8.5795 -10.2102
2 O -10.1059 -7.9249 -7.2284
3 H -10.9095 -8.2594 -7.6266
4 H -10.1451 -6.9786 -7.3671
5 O -13.1628 -13.0889 -8.5985
6 H -13.2095 -12.2389 -9.0361
7 H -12.2366 -13.3276 -8.6362
8 O -16.0866 -5.0278 -6.3472
9 H -16.2733 -4.2578 -6.8842
10 H -16.1062 -5.7604 -6.9630
11 O -19.5663 -10.0814 -10.6402
12 H -18.6415 -9.9876 -10.8683
13 H -19.9160 -10.6825 -11.2980
14 O -11.1004 -4.4274 -10.5087
15 H -11.8182 -5.0370 -10.3377
16 H -11.4847 -3.5608 -10.3760
17 O -13.7041 -12.5607 -13.0904
18 H -12.8112 -12.4047 -13.3980
19 H -14.0037 -11.7062 -12.7800
20 O -17.1950 -9.4358 -6.2564
21 H -16.8504 -9.2595 -7.1318
22 H -16.7191 -10.2127 -5.9631
23 O -12.9235 -7.3451 -15.2522
24 H -13.3115 -6.5205 -15.5452
25 H -13.0494 -7.3458 -14.3034
26 O -17.1050 -6.1623 -14.2137
27 H -16.5036 -6.7267 -13.7280
28 H -16.5944 -5.8561 -14.9632

Properties
* charge: -1
* E_LUMO: 2.46 eV
* Kohn-Sham gap: 7.4 eV

Formula: ClH18O9
Source: the Open Molecules 2025 dataset
Level of theory: ωB97M-V with the def2-TZVPD basis set

Positions of all 28 atoms, in Å:
1 Cl -0.0785 0.1036 0.1123
2 O 1.2469 -1.0116 1.8377
3 H 1.8929 -0.3113 1.9293
4 H 0.5052 -0.5977 1.3963
5 O 2.4825 0.5319 1.2597
6 H 2.9908 1.3165 1.0541
7 H 1.7349 0.5671 0.6630
8 O -0.9026 1.5223 -1.7707
9 H -1.4955 2.1009 -1.2911
10 H -0.3282 1.1565 -1.0981
11 O -0.4754 -1.1858 -1.9271
12 H -0.5924 -0.6858 -1.1194
13 H 0.1881 -1.8407 -1.7100
14 O -2.8258 0.7386 -0.3150
15 H -2.8196 0.8437 0.6364
16 H -1.9434 0.4354 -0.5287
17 O -0.8127 1.5264 1.7564
18 H -0.4933 0.9874 2.4801
19 H -0.6548 0.9969 0.9748
20 O -1.9803 -1.5345 0.6812
21 H -1.1253 -1.1537 0.4807
22 H -2.3791 -1.6929 -0.1745
23 O 1.8308 0.9645 -0.9633
24 H 0.9890 0.5666 -0.7413
25 H 1.6241 1.8833 -1.1349
26 O 1.0549 -2.0050 -1.2038
27 H 1.3260 -2.8350 -0.8115
28 H 1.0409 -1.3874 -0.4727

Properties
* charge: -1
* E_LUMO: 3.25 eV
* Kohn-Sham gap: 8.7 eV

Formula: ClH2NO2Si
Source: the Open Molecules 2025 dataset
Level of theory: ωB97M-V with the def2-TZVPD basis set

Positions of all 7 atoms, in Å:
1 N 0.1280 -1.0609 -0.1616
2 O 0.6720 -1.4169 -1.1944
3 O -0.6504 -1.8577 0.3509
4 Si -0.1435 0.8474 0.3809
5 Cl 1.7027 1.4388 -0.1731
6 H -1.2598 1.0355 -1.0132
7 H -0.4491 1.0138 1.8106

Properties
* charge: 0
* E_LUMO: -0.29 eV
* Kohn-Sham gap: 10.3 eV

Formula: ClH2NO3P
Source: the Open Molecules 2025 dataset
Level of theory: ωB97M-V with the def2-TZVPD basis set

Positions of all 8 atoms, in Å:
1 N 1.5052 0.0750 0.0258
2 O -0.3251 1.3493 -1.3299
3 O -0.5135 1.1650 1.2608
4 O -1.2290 -1.3763 -0.3113
5 P -0.0409 0.7041 -0.0467
6 Cl -2.6908 -1.0042 0.3247
7 H 1.6942 -0.4621 -0.8021
8 H 1.5999 -0.4510 0.8786

Properties
* charge: -1
* E_LUMO: 4.08 eV
* Kohn-Sham gap: 8.3 eV

Formula: ClH2O2P
Source: the Open Molecules 2025 dataset
Level of theory: ωB97M-V with the def2-TZVPD basis set

Positions of all 6 atoms, in Å:
1 O 0.5586 -0.1412 0.4702
2 O 1.5908 0.3190 -3.4386
3 P 1.5357 -0.7760 -2.4554
4 Cl 0.0821 -1.9801 -3.1921
5 H 1.1141 0.5268 0.8835
6 H -0.1547 -0.3647 1.1493

Properties
* charge: 0
* E_LUMO: -0.57 eV
* Kohn-Sham gap: 9.9 eV
* structure (SMILES): O=PCl.O

Formula: ClH2O3P
Source: the Open Molecules 2025 dataset
Level of theory: ωB97M-V with the def2-TZVPD basis set

Positions of all 7 atoms, in Å:
1 O -0.3296 -0.3277 -1.0951
2 O -2.0838 -1.5621 0.0574
3 O 1.4409 1.9567 0.1503
4 P -0.4743 -1.1821 -0.0143
5 Cl 2.1030 0.3945 0.5562
6 H 2.3475 2.0789 0.2101
7 H -3.0037 -1.3582 0.1354

Properties
* charge: 0
* E_LUMO: -0.52 eV
* Kohn-Sham gap: 10.3 eV

Formula: ClH2O3PS
Source: the Open Molecules 2025 dataset
Level of theory: ωB97M-V with the def2-TZVPD basis set

Positions of all 8 atoms, in Å:
1 O -0.9248 1.3193 -0.0050
2 O -0.0093 -0.7206 -1.6912
3 O 0.5290 1.2125 -0.1708
4 P 1.1011 -0.1934 -0.6808
5 S 0.0095 -1.0519 2.9509
6 Cl 0.4744 -1.6870 1.0702
7 H -0.8879 1.3614 0.9821
8 H -0.2920 -0.2403 -2.4553

Properties
* charge: 0
* multiplicity: 3
* E_LUMO (alpha / beta): -0.12 / -2.16 eV
* expectation value of S²: 2.0204
* Kohn-Sham gap (alpha / beta): 6.2 / 6.9 eV

Formula: ClH2PS
Source: the Open Molecules 2025 dataset
Level of theory: ωB97M-V with the def2-TZVPD basis set

Positions of all 5 atoms, in Å:
1 P -0.1319 0.0130 0.1121
2 S -2.0537 -0.4275 0.0796
3 Cl 1.6355 -1.2226 0.0221
4 H 0.2087 0.6191 -1.1174
5 H 0.3414 1.0179 0.9036

Properties
* charge: 0
* E_LUMO: -0.72 eV
* Kohn-Sham gap: 8.9 eV
* structure (SMILES): S=[PH2]Cl

Formula: ClH2PS3
Source: the Open Molecules 2025 dataset
Level of theory: ωB97M-V with the def2-TZVPD basis set

Positions of all 7 atoms, in Å:
1 P -2.8275 -0.4802 -0.1035
2 S -4.0963 0.9832 -0.0092
3 S -2.5208 -2.1167 0.9422
4 S -1.3142 -0.1493 -1.4454
5 Cl -0.0566 1.1851 1.9186
6 H 0.4666 0.7322 0.8158
7 H -0.3771 -0.8363 -0.6300

Properties
* charge: 0
* E_LUMO: -1.43 eV
* Kohn-Sham gap: 8.2 eV

Formula: ClH36O22
Source: the Open Molecules 2025 dataset
Level of theory: ωB97M-V with the def2-TZVPD basis set

Positions of all 59 atoms, in Å:
1 Cl 0.0011 -0.2164 0.1849
2 O -1.1799 0.3276 -0.5231
3 O 0.5101 0.7346 1.2229
4 O -0.3269 -1.4924 0.8189
5 O 1.1521 -0.4374 -0.7351
6 O -0.5369 -3.8934 1.7059
7 H -0.6769 -2.9664 1.4549
8 H -1.3419 -4.1614 2.2149
9 O 3.3301 -1.2174 -1.7701
10 H 2.5481 -0.7224 -1.4961
11 H 3.0401 -1.8904 -2.3841
12 O 0.6801 -0.8864 3.5009
13 H 0.5091 -1.7884 3.8109
14 H 0.1041 -0.8094 2.7349
15 O -2.2409 2.9886 -0.4931
16 H -1.6569 3.0876 0.3009
17 H -1.6189 2.9666 -1.1841
18 O -4.3939 1.2636 -1.3961
19 H -3.7059 0.8136 -1.9121
20 H -5.1409 1.0186 -1.9601
21 O -3.5209 -0.8234 0.4689
22 H -3.9869 -0.2484 -0.1351
23 H -3.0929 -1.5014 -0.0311
24 O 2.9461 1.8476 -1.7891
25 H 3.2351 1.5686 -0.9011
26 H 1.9951 1.9386 -1.6771
27 O 2.9431 -1.1674 2.4289
28 H 2.5381 -1.8604 1.8859
29 H 2.1221 -0.8994 2.8019
30 O -2.0789 0.4306 2.5539
31 H -2.0259 0.3656 3.4899
32 H -2.2139 -0.4854 2.3309
33 O 0.7991 0.7786 -3.7671
34 H 0.6481 0.8006 -4.7041
35 H 0.8411 -0.1484 -3.6261
36 O 0.4641 2.7586 -1.0811
37 H -0.1029 2.0506 -0.8531
38 H 1.0871 2.7916 -0.3441
39 O -0.8989 2.8726 2.0599
40 H -1.7169 3.1586 2.4099
41 H -0.8859 1.9096 2.0149
42 O 1.7751 2.0866 3.4149
43 H 1.1251 2.6166 3.9099
44 H 1.2381 1.7436 2.7019
45 O 3.5871 0.7666 0.5499
46 H 4.1461 1.2146 1.2449
47 H 3.0741 0.1906 1.0849
48 O -1.5659 1.7726 -3.0331
49 H -2.1999 1.3176 -3.6461
50 H -0.7269 1.3276 -3.2251
51 O 0.0591 -3.3564 -1.1881
52 H -0.0859 -4.2804 -1.2661
53 H -0.6449 -2.9794 -0.6691
54 O -1.8279 -0.9994 -2.5561
55 H -1.0819 -1.4174 -2.9971
56 H -1.4919 -0.4304 -1.8751
57 O 2.3051 -2.9754 0.3179
58 H 1.4351 -3.1134 -0.0831
59 H 2.7291 -2.3434 -0.3151

Properties
* charge: -1
* E_LUMO: 2.13 eV
* Kohn-Sham gap: 8.8 eV

Formula: ClH3NPS
Source: the Open Molecules 2025 dataset
Level of theory: ωB97M-V with the def2-TZVPD basis set

Positions of all 7 atoms, in Å:
1 N -0.6968 -1.2861 -1.2281
2 P 0.1917 -0.2075 1.5283
3 S -0.5504 -0.0082 -0.5758
4 Cl 0.7233 1.5988 -1.3902
5 H 0.6581 -1.4114 1.0061
6 H 1.3594 0.4807 1.2178
7 H -1.6852 0.8337 -0.5581

Properties
* charge: 0
* E_LUMO: -1.27 eV
* Kohn-Sham gap: 8.2 eV
* structure (SMILES): N#[S@@H](P)Cl

Formula: ClH3NPS
Source: the Open Molecules 2025 dataset
Level of theory: ωB97M-V with the def2-TZVPD basis set

Positions of all 7 atoms, in Å:
1 N 0.5043 0.1493 -0.0133
2 P -1.0304 1.1176 -0.2929
3 S 0.5338 -1.6176 -0.3045
4 Cl -2.3284 -0.3133 0.0738
5 H 1.4042 0.4815 -0.2897
6 H -0.9751 1.6378 1.0837
7 H 1.8917 -1.4553 -0.2570

Properties
* charge: 0
* E_LUMO: 0.39 eV
* Kohn-Sham gap: 8.3 eV
* structure (SMILES): SNPCl

Formula: ClH3SSi
Source: the Open Molecules 2025 dataset
Level of theory: ωB97M-V with the def2-TZVPD basis set

Positions of all 6 atoms, in Å:
1 Si -0.0230 -0.4952 -0.1180
2 S 0.8474 1.3978 -0.4142
3 Cl -1.9975 -0.3450 -0.3939
4 H 0.9752 -1.3719 -1.1161
5 H -0.0180 -0.7804 1.2755
6 H 0.2160 1.5947 0.7667

Properties
* charge: 0
* multiplicity: 3
* E_LUMO (alpha / beta): 0.65 / -3.97 eV
* expectation value of S²: 2.0040
* Kohn-Sham gap (alpha / beta): 5.2 / 7.4 eV

Formula: ClH5OSi2
Source: the Open Molecules 2025 dataset
Level of theory: ωB97M-V with the def2-TZVPD basis set

Positions of all 9 atoms, in Å:
1 O -0.0731 0.3174 0.1626
2 Si -1.5534 -0.6814 0.3255
3 Si 1.4080 0.8386 -0.2842
4 Cl 2.2597 -0.1227 -1.8586
5 H -1.0516 -1.8559 0.9987
6 H -2.4032 0.0961 1.1152
7 H -2.1012 -1.0913 -1.0289
8 H 2.1250 0.2765 0.8366
9 H 1.3898 2.2227 -0.2670

Properties
* charge: 0
* E_LUMO: 0.77 eV
* Kohn-Sham gap: 11.2 eV
* structure (SMILES): [SiH3]O[SiH2]Cl

Formula: ClH8O4
Source: the Open Molecules 2025 dataset
Level of theory: ωB97M-V with the def2-TZVPD basis set

Positions of all 13 atoms, in Å:
1 Cl 27.3550 23.1730 5.2260
2 O 24.4360 24.0420 4.0010
3 H 23.7620 24.2790 4.6520
4 H 25.2220 23.8540 4.5270
5 O 28.3020 20.3700 5.8960
6 H 27.8170 19.8710 6.5200
7 H 27.9650 21.2450 5.7440
8 O 26.0640 24.3180 8.2940
9 H 26.5660 24.1530 7.5140
10 H 26.4290 23.7170 8.9390
11 O 25.0290 21.1890 5.8030
12 H 24.3690 21.0660 5.1990
13 H 25.6390 21.9460 5.6730

Properties
* charge: -1
* E_LUMO: 3.98 eV
* Kohn-Sham gap: 9.5 eV

Formula: ClHN2O2
Source: the Open Molecules 2025 dataset
Level of theory: ωB97M-V with the def2-TZVPD basis set

Positions of all 6 atoms, in Å:
1 N -1.0324 -1.4330 0.5831
2 N -1.2968 -0.4426 1.2766
3 O -0.0247 -2.1405 0.7615
4 O -2.5691 0.2187 0.8228
5 Cl 6.4158 5.5020 -3.2230
6 H -1.4928 -1.7047 -0.2210

Properties
* charge: -2
* E_LUMO (alpha / beta): 6.50 / 6.50 eV
* Kohn-Sham gap (alpha / beta): 8.0 / 8.0 eV